Entry from OMol25: a structure of composition C28H29GaN3Si in a non-equilibrium geometry (ωB97M-V with the def2-TZVPD basis set).

Structure (XYZ):
```
62
C28H29GaN3Si (ωB97M-V with the def2-TZVPD basis set)
C -2.536 0.244 3.995
C -2.874 0.485 2.629
C -2.688 -0.775 1.900
H -3.383 1.368 2.240
C -2.241 -1.750 2.872
C -2.134 -1.118 4.116
H -1.874 -1.593 5.069
H -2.624 0.954 4.812
H -3.099 -0.988 0.929
H -2.146 -2.819 2.683
Ga -0.711 0.167 1.616
C 2.919 -1.496 -1.329
H 2.292 -1.296 -0.431
H 3.740 -0.740 -1.358
H 1.651 0.324 -1.771
Si 1.135 -0.146 -3.056
C 0.332 1.423 -3.636
C -1.050 1.696 -3.444
H -1.606 1.179 -2.636
C -1.734 2.554 -4.322
H -2.824 2.682 -4.227
C -1.023 3.207 -5.349
H -1.558 3.848 -6.047
C 0.365 3.048 -5.456
H 0.915 3.553 -6.256
C 1.053 2.207 -4.559
H 2.129 2.100 -4.646
C 0.005 -1.539 -3.554
C -0.652 -1.390 -4.777
H -0.503 -0.489 -5.361
C -1.452 -2.427 -5.290
H -1.935 -2.290 -6.264
C -1.523 -3.636 -4.611
H -2.094 -4.457 -5.036
C -0.799 -3.829 -3.413
H -0.772 -4.813 -2.945
C -0.021 -2.804 -2.881
H 0.626 -2.918 -1.996
H 2.242 -0.454 -3.960
H 3.151 -2.533 -1.402
N 1.015 0.740 4.463
C 0.613 1.912 3.808
C 0.884 3.131 4.433
C 0.505 4.322 3.796
C -0.120 4.230 2.541
C -0.368 3.002 1.980
N 0.023 1.841 2.612
C 1.334 -0.527 3.941
C 2.216 -1.323 4.690
C 2.547 -2.592 4.222
C 1.960 -3.028 3.023
C 1.077 -2.204 2.345
N 0.805 -0.922 2.770
H 1.423 0.932 5.378
H 1.364 3.134 5.415
H 0.678 5.281 4.266
H -0.429 5.128 2.008
H -0.829 2.881 0.999
H 2.605 -0.921 5.634
H 3.218 -3.229 4.793
H 2.187 -4.013 2.619
H 0.593 -2.514 1.419
```

M: 505.370 g/mol
Total charge: +1
HOMO energy (alpha / beta): -10.25 / -10.46 eV
E: -94220.766 eV
HOMO-LUMO gap (alpha / beta): 7.1 / 6.2 eV